Molecular formula: C36H27BrN7O4SYb
Method: DFT, the ωB97M-V functional and the def2-TZVPD basis

The calculation puts the orbital gap (spin up / spin down) at 6.2 / 5.9 eV. The calculation puts the energy relative to the best compared isomer or geometry (same formula, charge and spin) at 74.1 kJ/mol. The LUMO energy (spin up / spin down) comes out at -0.04946 / -0.04857 Ha. The net charge is 0. Its multiplicity is 2. The calculation puts the HOMO energy (spin up / spin down) at -7.509 / -7.232 eV.

XYZ file:
```
77
Properties=species:S:1:pos:R:3:forces:R:3:lowdin_charge:R:1
Yb 0.060 0.306 -0.717 0.795 -1.900 0.216 1.422
C 2.737 -1.523 0.803 0.156 -0.489 -0.243 -0.069
O 1.731 -0.530 0.991 -0.099 0.442 0.149 -0.206
C 1.965 0.402 1.976 -0.392 0.594 0.220 -0.207
C 3.001 0.315 2.896 0.020 -0.169 -0.096 -0.016
C 3.137 1.256 3.905 -0.052 0.052 -0.069 -0.077
C 2.243 2.307 4.011 0.122 -0.062 0.053 -0.083
C 1.221 2.421 3.094 -0.027 -0.154 -0.322 -0.010
C 1.067 1.492 2.061 0.773 -0.169 0.759 -0.179
N 0.016 1.577 1.139 -1.450 1.315 0.234 -0.051
N -0.810 2.541 1.413 1.103 -1.007 0.172 0.091
C -1.965 2.746 0.785 -0.376 -0.422 -0.910 -0.163
C -2.482 1.979 -0.326 -0.378 0.501 0.580 -0.305
O -1.845 1.028 -0.879 -1.182 0.649 0.115 -0.142
C -3.812 2.280 -0.774 -0.056 -0.019 -0.127 0.016
C -4.579 3.222 -0.180 0.201 -0.245 -0.122 0.000
C -4.106 3.979 0.928 0.355 0.188 0.276 -0.173
C -4.919 4.929 1.563 0.010 0.051 0.078 -0.035
C -4.465 5.623 2.656 -0.191 0.046 -0.094 -0.085
C -3.174 5.397 3.133 0.083 -0.107 -0.078 -0.072
C -2.348 4.495 2.506 -0.027 0.154 0.056 -0.019
C -2.795 3.760 1.398 -0.366 0.202 0.049 -0.095
H 2.754 -2.215 1.650 0.002 0.142 -0.012 0.104
H 3.723 -1.070 0.661 -0.150 0.074 0.068 0.108
H 2.468 -2.063 -0.107 0.026 0.124 0.226 0.026
H 3.714 -0.491 2.853 0.003 -0.113 -0.071 0.105
H 3.952 1.161 4.605 0.090 -0.033 0.088 0.105
H 2.341 3.033 4.803 0.024 0.063 0.041 0.104
H 0.516 3.235 3.142 0.063 -0.012 0.063 0.090
H -4.180 1.699 -1.606 -0.017 -0.073 -0.079 0.120
H -5.585 3.405 -0.531 -0.078 0.001 -0.071 0.120
H -5.914 5.099 1.181 -0.136 0.018 -0.039 0.111
H -5.098 6.349 3.140 -0.102 0.062 0.068 0.101
H -2.830 5.929 4.006 0.107 0.092 0.048 0.104
H -1.341 4.342 2.854 0.020 -0.012 0.108 0.089
S 0.845 -1.822 -2.036 0.099 -0.094 -0.362 0.590
C -0.118 -2.903 -1.109 0.203 -0.207 -0.216 -0.847
N 0.157 -4.199 -1.084 0.689 -0.049 -0.190 0.053
N -0.784 -5.047 -0.704 -1.152 0.277 -0.570 -0.006
C -0.549 -6.056 0.208 0.377 -0.469 0.482 -0.249
C -1.599 -6.899 0.581 0.115 0.172 -0.122 -0.037
C -1.405 -7.837 1.575 0.068 0.032 0.056 -0.093
C -0.175 -7.948 2.207 -0.016 -0.077 0.087 -0.101
C 0.873 -7.122 1.825 -0.081 -0.188 0.080 -0.087
C 0.697 -6.188 0.826 -0.107 0.242 -0.203 -0.025
N -1.129 -2.597 -0.269 -0.952 0.790 1.569 0.013
N -1.220 -1.480 0.376 0.839 -1.493 -1.805 -0.016
C -2.135 -1.578 1.429 -0.881 0.111 0.782 -0.240
C -2.489 -0.422 2.128 0.175 -0.120 -0.270 -0.014
C -3.386 -0.480 3.177 -0.067 -0.023 0.138 -0.070
C -3.952 -1.688 3.550 -0.049 0.103 0.025 -0.085
C -3.609 -2.845 2.867 0.013 0.047 0.025 -0.079
C -2.706 -2.798 1.827 0.227 0.051 -0.189 -0.017
H -1.748 -4.713 -0.762 0.378 -0.040 0.199 0.141
H -2.562 -6.801 0.101 -0.106 0.027 -0.063 0.110
H -2.227 -8.470 1.876 -0.051 -0.072 0.000 0.102
H -0.043 -8.663 3.004 0.039 -0.066 0.049 0.098
H 1.823 -7.190 2.336 0.068 -0.028 -0.042 0.103
H 1.492 -5.522 0.527 0.075 0.044 0.030 0.101
H -2.069 0.527 1.840 0.063 0.006 -0.004 0.073
H -3.641 0.422 3.714 -0.014 0.090 -0.016 0.107
H -4.653 -1.729 4.370 -0.058 0.001 0.084 0.102
H -4.041 -3.789 3.162 -0.006 -0.114 0.000 0.104
H -2.414 -3.703 1.318 -0.010 -0.043 0.047 0.087
Br 1.997 5.717 -5.826 0.038 -0.060 0.116 0.740
C 2.403 4.922 -4.155 -0.067 -0.046 -0.096 -0.657
C 3.386 5.479 -3.346 -0.209 0.079 -0.388 -0.185
N 3.695 4.975 -2.169 0.397 0.211 0.431 0.076
C 3.058 3.898 -1.748 -0.269 -0.423 -0.001 -0.071
C 2.071 3.257 -2.494 0.117 0.118 0.051 -0.096
C 1.729 3.790 -3.731 0.052 0.023 0.090 -0.038
C 1.393 2.032 -1.964 0.804 1.125 -0.815 -0.608
O 1.913 1.421 -0.995 0.810 0.221 0.335 -0.088
O 0.317 1.650 -2.478 -0.317 0.126 -0.551 -0.066
H 3.937 6.359 -3.653 -0.039 0.046 -0.129 0.105
H 3.335 3.522 -0.773 -0.012 -0.117 0.061 0.122
H 0.964 3.320 -4.330 -0.058 0.005 -0.042 0.120
```
Positions in Å, forces in eV/Å.